ORCA calculation (wB97M-V/def2-TZVPD) on a single C7H12S molecule at a distorted geometry.

Results
Multiplicity: 1
Gap between HOMO and LUMO: 0.3661 Eh
HOMO level: -9.080 eV
Charge: 0
ΔE to the lowest compared entry with this formula, charge and spin: 148.4 kJ/mol

Each line ends with the Mulliken charge.
Element x y z (Å)
C 0.363 1.540 1.012  -1.462
C 0.245 0.836 -0.341  0.365
C -1.207 0.714 -0.789  -0.768
C -1.825 -0.502 -0.161  -0.546
C -1.151 -1.602 0.259  -0.437
C 0.317 -1.579 0.386  -1.108
C 0.932 -0.490 -0.466  -0.134
S 2.846 -0.413 -0.142  -0.236
H -0.010 0.752 1.790  0.244
H -0.334 2.409 1.051  0.347
H 1.312 1.770 1.354  0.410
H 0.763 1.548 -1.037  0.345
H -1.631 1.690 -0.637  0.421
H -1.202 0.416 -1.883  0.249
H -2.826 -0.468 -0.123  0.558
H -1.814 -2.371 0.614  0.365
H 0.841 -2.441 0.124  0.545
H 0.511 -1.553 1.463  0.380
H 0.802 -0.876 -1.494  0.335
H 3.069 0.619 -0.979  0.128

=====

ORCA calculation (wB97M-V/def2-TZVPD) on a molecular structure, C7H13Cl15 at a distorted geometry.

Results
Multiplicity: 1
Gap between HOMO and LUMO: 0.3639 Eh
HOMO level: -9.725 eV
Charge: 0
ΔE to the lowest compared entry with this formula, charge and spin: 790.9 kJ/mol

Each line ends with the Mulliken charge.
Element x y z (Å)
C -0.447 4.004 -0.015  0.487
Cl 1.214 3.778 -0.710  -0.304
Cl -1.458 5.019 -0.978  -0.128
Cl -0.216 4.651 1.598  -0.083
H -0.887 3.018 0.137  -0.011
C 0.051 -0.178 0.443  0.451
Cl 0.299 1.612 0.446  -0.279
Cl -1.558 -0.624 -0.161  -0.242
H 0.804 -0.680 -0.164  -1.195
H 0.154 -0.632 1.429  0.510
C 3.707 -2.639 0.482  -0.524
Cl 4.669 -1.994 -0.927  -0.141
Cl 2.127 -1.854 0.312  0.005
H 3.621 -3.722 0.397  0.328
H 4.234 -2.287 1.368  0.320
C -3.981 -0.954 -0.920  0.011
Cl -4.704 0.661 -0.800  -0.141
Cl -4.949 -1.921 -2.087  -0.185
H -2.938 -0.894 -1.234  0.167
H -4.008 -1.345 0.096  0.223
C 0.705 -2.785 -1.528  0.476
Cl 1.436 -4.152 -2.357  -0.157
Cl -0.052 -3.302 -0.009  -0.148
H 1.503 -2.052 -1.402  -0.227
H -0.128 -2.475 -2.158  0.324
C -2.834 0.908 1.951  1.100
Cl -2.588 2.641 1.641  -0.129
Cl -1.936 0.369 3.311  -0.162
H -3.901 0.757 2.114  0.392
H -2.490 0.336 1.089  -1.045
C 2.809 1.458 -0.206  0.126
Cl 2.256 0.131 -1.290  -0.048
Cl 4.548 1.391 0.100  -0.187
H 2.574 2.371 -0.755  0.112
H 2.365 1.384 0.787  0.303

=====

ORCA calculation (wB97M-V/def2-TZVPD) on 2 unconnected molecules or ions with the total composition C7H13ClN3O2 at a distorted geometry.

Results
Multiplicity: 1
Gap between HOMO and LUMO: 0.3843 Eh
HOMO level: -13.714 eV
Charge: +1
ΔE to the lowest compared entry with this formula, charge and spin: 11.2 kJ/mol

Each line ends with the Mulliken charge.
Element x y z (Å)
C -0.168 -0.177 -1.296  -1.287
C -1.248 -0.380 -0.231  -0.177
C -1.572 0.873 0.627  0.091
Cl -3.242 1.435 0.351  -0.130
C -0.659 2.037 0.512  -0.076
N -0.429 2.864 -0.504  0.088
C 0.496 3.820 -0.132  -0.324
C 0.845 3.543 1.148  -0.390
N 0.096 2.453 1.531  -0.027
H 0.787 0.109 -0.866  0.361
H -0.432 0.612 -1.995  0.310
H -0.066 -1.085 -1.877  0.414
H -2.143 -0.716 -0.731  0.330
H -0.872 -1.125 0.453  0.127
H -1.547 0.576 1.666  0.328
H -0.897 2.772 -1.391  0.277
H 0.813 4.590 -0.802  0.429
H 1.540 4.076 1.763  0.408
H 0.133 2.041 2.449  0.240
C 1.845 -4.211 -0.231  -0.737
N 0.433 -3.839 0.065  0.853
O -0.376 -3.941 -0.830  -0.493
O 0.187 -3.451 1.188  -0.519
H 1.904 -4.530 -1.264  0.314
H 2.457 -3.333 -0.049  0.290
H 2.117 -5.015 0.447  0.298

=====

ORCA calculation (wB97M-V/def2-TZVPD) on a single C7H13F molecule at a distorted geometry.

Results
Multiplicity: 1
Gap between HOMO and LUMO: 0.3655 Eh
HOMO level: -8.907 eV
Charge: 0
ΔE to the lowest compared entry with this formula, charge and spin: 32.1 kJ/mol

Each line ends with the Mulliken charge.
Element x y z (Å)
C 0.122 2.531 -0.324  -1.187
C 0.843 1.233 -0.183  -0.317
C 0.327 -0.020 -0.177  0.418
C 1.195 -1.254 -0.011  -0.404
F 2.491 -0.878 0.390  -0.322
C -1.193 -0.137 -0.216  0.360
C -1.828 0.141 1.189  -1.106
C -1.670 -1.518 -0.743  -1.720
H 0.337 3.066 -1.258  0.318
H 0.353 3.297 0.445  0.283
H -0.935 2.330 -0.364  0.258
H 1.916 1.298 -0.194  0.438
H 1.255 -1.704 -1.016  0.246
H 0.828 -1.986 0.723  0.275
H -1.596 0.611 -0.912  0.273
H -2.902 0.022 1.056  0.377
H -1.357 -0.522 1.950  0.298
H -1.651 1.187 1.431  0.347
H -2.753 -1.515 -0.646  0.434
H -1.283 -2.334 -0.139  0.354
H -1.406 -1.700 -1.796  0.378

=====

ORCA calculation (wB97M-V/def2-TZVPD) on a single C7H13F molecule at a distorted geometry.

Results
Multiplicity: 1
Gap between HOMO and LUMO: 0.3567 Eh
HOMO level: -8.758 eV
Charge: 0
ΔE to the lowest compared entry with this formula, charge and spin: 48.8 kJ/mol

Each line ends with the Mulliken charge.
Element x y z (Å)
C 0.029 2.533 0.137  -1.054
C 0.140 1.347 -0.856  -0.603
C -0.425 0.053 -0.353  0.159
C -1.941 -0.135 -0.510  -0.284
F -2.287 -0.313 -1.849  -0.309
C 0.332 -0.978 0.174  1.024
C 1.834 -0.933 0.081  -1.577
C -0.076 -2.175 0.992  -1.470
H -1.035 2.686 0.396  0.296
H 0.638 2.461 1.046  0.274
H 0.350 3.395 -0.442  0.356
H -0.410 1.632 -1.772  0.328
H 1.199 1.176 -1.155  0.210
H -2.259 -1.009 0.139  0.186
H -2.473 0.728 -0.153  0.222
H 2.241 -0.276 -0.666  0.381
H 2.305 -1.937 0.027  0.406
H 2.205 -0.691 1.115  0.330
H -1.105 -2.307 1.285  0.426
H 0.277 -3.097 0.476  0.315
H 0.461 -2.160 1.891  0.384

=====

ORCA calculation (wB97M-V/def2-TZVPD) on a single C7H13FINO molecule.

Results
Multiplicity: 1
Gap between HOMO and LUMO: 0.3618 Eh
HOMO level: -9.319 eV
Charge: 0

Each line ends with the Mulliken charge.
Element x y z (Å)
N 2.783 0.677 0.777  -0.609
C 1.980 1.308 -0.251  -1.073
C 0.835 0.458 -0.808  0.093
O 1.346 -0.843 -1.144  -0.463
C 0.806 -1.832 -0.342  -0.577
I -0.263 -3.239 -1.633  -0.031
C -0.099 -1.186 0.693  -0.925
C -0.341 0.234 0.156  0.336
C -1.695 0.373 -0.540  -0.765
C -2.855 0.540 0.438  -0.363
F -3.710 1.536 0.000  -0.335
H 3.082 -0.244 0.500  0.253
H 2.324 0.645 1.673  0.267
H 2.626 1.583 -1.085  0.377
H 1.556 2.226 0.155  0.429
H 0.482 0.902 -1.742  0.516
H 1.579 -2.440 0.120  0.527
H 0.387 -1.169 1.669  0.282
H -1.030 -1.733 0.820  0.459
H -0.266 0.972 0.954  0.435
H -1.864 -0.490 -1.184  0.230
H -1.711 1.255 -1.183  0.371
H -2.499 0.831 1.426  0.288
H -3.453 -0.365 0.534  0.278

=====

ORCA calculation (wB97M-V/def2-TZVPD) on 2 unconnected molecules or ions with the total composition C7H13FN2 at a distorted geometry.

Results
Multiplicity: 1
Gap between HOMO and LUMO: 0.3282 Eh
HOMO level: -8.313 eV
Charge: 0
ΔE to the lowest compared entry with this formula, charge and spin: 217.5 kJ/mol

Each line ends with the Mulliken charge.
Element x y z (Å)
C -1.498 0.126 -1.683  -0.927
C -1.385 -1.066 -0.668  -0.550
C -0.722 -0.893 0.438  0.313
F -0.432 -1.944 1.236  -0.354
C -0.191 0.373 0.952  0.333
C -0.791 0.549 2.430  -1.310
H -1.247 -0.305 -2.630  0.362
H -0.856 0.953 -1.297  0.184
H -2.646 0.366 -1.494  0.245
H -1.962 -1.965 -0.803  0.472
H 0.905 0.081 1.151  -0.242
H -0.450 1.355 0.492  0.461
H -0.231 -0.050 3.135  0.315
H -0.693 1.565 2.669  0.417
H -1.839 0.142 2.379  0.298
N 4.429 1.304 0.767  -0.574
C 3.818 0.222 0.461  0.657
C 3.000 -0.702 0.183  -0.830
N 2.319 -1.005 -1.109  -0.447
H 5.388 1.292 0.967  0.269
H 2.732 -1.364 0.975  0.403
H 2.344 -2.089 -1.012  0.255
H 2.910 -0.731 -1.847  0.250

=====

ORCA calculation (wB97M-V/def2-TZVPD) on a gas-phase ion, C7H13FNO2 (charge +1) at a distorted geometry.

Results
Multiplicity: 1
Gap between HOMO and LUMO (spin up / spin down): 0.3072 / 0.2929 Eh
HOMO level (spin up / spin down): -12.339 / -11.977 eV
Charge: +1
ΔE to the lowest compared entry with this formula, charge and spin: 0.0 kJ/mol

Each line ends with the Mulliken charge.
Element x y z (Å)
C -0.464 -1.087 1.123  -0.583
C -0.281 -1.314 -1.332  -0.811
C 1.750 0.599 1.713  -0.458
C -0.158 1.367 1.679  -0.354
C 0.394 0.073 1.244  0.300
C 0.338 0.045 -1.415  0.591
C -0.579 1.083 -1.940  -0.804
N 0.090 -1.913 0.002  -0.104
O 1.103 1.808 2.038  -0.416
O -1.770 1.004 -1.199  -0.476
F 1.689 0.043 -1.616  -0.351
H -0.588 -1.789 1.964  0.478
H -1.355 -0.760 0.743  0.351
H -1.371 -1.178 -1.541  0.400
H 0.017 -2.073 -2.118  0.428
H 2.167 0.092 2.517  0.322
H 2.725 0.628 1.052  0.213
H -0.667 2.062 1.007  0.141
H -0.771 1.327 2.600  0.279
H -0.669 0.897 -3.063  0.367
H -0.154 2.055 -1.783  0.417
H 1.116 -1.686 -0.020  0.376
H -0.159 -2.862 -0.019  0.374
H -2.403 1.578 -1.636  0.321

=====

ORCA calculation (wB97M-V/def2-TZVPD) on a single C7H13N molecule at a distorted geometry.

Results
Multiplicity: 1
Gap between HOMO and LUMO: 0.3246 Eh
HOMO level: -8.129 eV
Charge: 0
ΔE to the lowest compared entry with this formula, charge and spin: 193.1 kJ/mol

Each line ends with the Mulliken charge.
Element x y z (Å)
C 1.289 -0.753 2.501  -0.972
C 0.099 -0.837 1.918  -0.282
C -0.403 -0.304 0.665  0.961
C -1.914 -0.309 0.563  -1.707
C 0.334 0.155 -0.414  0.961
C 1.847 0.117 -0.497  -1.629
C -0.378 1.001 -1.464  -0.702
N -0.894 0.217 -2.540  -0.542
H 1.446 -1.305 3.408  0.292
H 1.971 0.099 2.311  0.265
H -0.653 -1.470 2.462  0.089
H -2.413 0.682 0.713  0.293
H -2.416 -0.689 -0.331  0.361
H -2.232 -0.908 1.425  0.384
H 2.148 0.315 -1.521  0.411
H 2.261 -0.774 0.055  0.417
H 2.296 1.092 -0.058  0.256
H 0.349 1.750 -1.886  0.375
H -1.212 1.546 -0.995  0.341
H -0.165 -0.359 -3.028  0.218
H -1.362 0.734 -3.288  0.210

=====

ORCA calculation (wB97M-V/def2-TZVPD) on a single C7H13N molecule at a distorted geometry.

Results
Multiplicity: 1
Gap between HOMO and LUMO: 0.3630 Eh
HOMO level: -8.867 eV
Charge: 0
ΔE to the lowest compared entry with this formula, charge and spin: 137.2 kJ/mol

Each line ends with the Mulliken charge.
Element x y z (Å)
C 0.129 -0.765 2.132  -1.058
C 0.435 0.314 1.423  0.372
C 0.761 1.619 2.130  -1.138
C 0.363 0.356 -0.058  0.491
C 1.475 0.481 -0.776  -0.892
C -0.988 0.113 -0.685  -0.483
C -1.061 -0.493 -2.066  -0.691
N -0.662 -1.911 -2.121  -0.526
H 0.218 -0.759 3.208  0.303
H -0.225 -1.662 1.631  0.301
H 1.761 1.981 1.852  0.289
H 0.022 2.377 1.860  0.275
H 0.765 1.445 3.207  0.388
H 2.447 0.638 -0.331  0.349
H 1.414 0.558 -1.862  0.207
H -1.672 -0.369 0.017  0.417
H -1.454 1.108 -0.706  0.285
H -2.056 -0.386 -2.498  0.408
H -0.348 0.013 -2.729  0.253
H 0.139 -2.144 -1.545  0.241
H -1.463 -2.515 -2.082  0.209

=====

ORCA calculation (wB97M-V/def2-TZVPD) on 2 unconnected molecules or ions with the total composition C7H13N at a distorted geometry.

Results
Multiplicity: 1
Gap between HOMO and LUMO (spin up / spin down): 0.3157 / 0.2826 Eh
HOMO level (spin up / spin down): -8.322 / -7.929 eV
Charge: 0
ΔE to the lowest compared entry with this formula, charge and spin: 429.0 kJ/mol

Each line ends with the Mulliken charge.
Element x y z (Å)
C 0.546 2.444 -0.731  0.056
C 0.854 -0.916 0.791  0.322
C 0.418 -2.039 0.032  -1.040
C 0.235 -0.651 2.136  -1.000
C -1.470 1.178 -0.115  -1.401
C 0.239 0.442 -2.001  -1.311
C -0.034 1.139 -0.692  0.893
N 0.848 3.526 -0.556  -0.509
H 1.273 -2.725 -0.082  0.303
H 0.048 -1.835 -1.068  0.168
H -0.423 -2.563 0.572  0.287
H -0.510 0.256 2.305  0.140
H 1.061 -0.462 2.915  0.267
H -0.305 -1.574 2.512  0.333
H -1.553 1.677 0.866  0.324
H -1.936 0.209 -0.042  0.292
H -1.913 1.770 -0.927  0.451
H 1.290 0.173 -2.118  0.348
H -0.279 1.071 -2.695  0.468
H -0.322 -0.509 -1.902  0.220
H 1.935 -0.612 0.800  0.389

=====

ORCA calculation (wB97M-V/def2-TZVPD) on a single C7H13N molecule at a distorted geometry.

Results
Multiplicity: 1
Gap between HOMO and LUMO: 0.3032 Eh
HOMO level: -7.245 eV
Charge: 0
ΔE to the lowest compared entry with this formula, charge and spin: 230.3 kJ/mol

Each line ends with the Mulliken charge.
Element x y z (Å)
C 1.699 -1.546 -1.014  -0.880
C 0.346 -1.363 -1.011  -0.389
C -0.306 -0.338 -0.105  0.683
C -1.627 0.305 -0.573  -1.362
C -1.384 1.526 -1.594  -1.027
C 0.259 0.092 1.050  0.922
C 1.220 -0.722 1.868  -1.984
N 0.024 1.318 1.674  -0.435
H 1.835 -2.328 -1.811  0.203
H 2.430 -1.241 -0.317  0.407
H -0.233 -2.012 -1.880  0.169
H -2.342 -0.409 -1.060  0.428
H -2.120 0.464 0.359  0.515
H -0.563 2.139 -1.302  0.384
H -2.339 2.011 -1.675  0.296
H -1.164 1.010 -2.512  0.327
H 0.808 -0.678 2.891  0.487
H 1.309 -1.781 1.601  0.445
H 2.171 -0.186 1.926  0.409
H 0.577 1.817 2.372  0.208
H -0.600 1.923 1.114  0.192